# 1
ORCA calculation (ωB97M-V/def2-TZVPD) on a structure of composition C27H52ClN12ReS.

For the HOMO-LUMO gap (spin up / spin down), the calculation gives 0.2387 / 0.2518 Ha. Its total energy is -2652.84072 hartree. As for the highest occupied orbital energy (spin up / spin down): -16.288 / -16.504 eV. As for the multiplicity: 2. As for the charge: +3.

CARTESIAN COORDINATES (ANGSTROEM)
Re1 -0.08 -0.04 0.16
Cl1 6.27 2.27 -3.05
S1 -4.06 2.39 -0.38
N1 2.93 -3.14 0.25
N2 2.31 3.62 0.37
N3 -1.60 -1.58 0.25
N4 1.00 1.66 0.52
N5 1.25 2.89 -1.51
N6 4.02 0.52 -0.32
N7 -2.83 -3.50 -0.30
N8 2.23 -1.79 -1.50
N9 -0.41 -0.05 2.20
N10 -1.63 1.09 -0.15
N11 1.25 -1.50 0.57
N12 -2.20 -2.12 -2.00
C1 -2.36 -0.78 -2.54
C2 -2.22 -1.63 1.60
C3 6.25 0.57 0.55
C4 3.11 -4.39 -0.50
C5 -2.69 1.65 -0.24
C6 0.86 -2.15 1.84
C7 -1.85 -0.40 2.42
C8 -2.18 -2.38 -0.66
C9 2.15 5.05 0.05
C10 1.25 -0.90 -2.08
C11 -1.76 -3.15 -2.94
C12 1.15 1.81 1.99
C13 -0.10 1.32 2.69
C14 1.53 2.69 -0.22
C15 4.91 0.26 0.64
C16 2.22 3.58 -2.38
C17 -3.98 -4.01 -1.06
C18 4.48 1.12 -1.42
C19 -2.37 -4.41 0.75
C20 0.00 2.56 -2.21
C21 5.81 1.48 -1.60
C22 0.51 -1.06 2.83
C23 6.72 1.20 -0.60
C24 3.34 -2.16 -2.38
C25 3.47 3.35 1.21
C26 2.16 -2.13 -0.21
C27 3.75 -3.03 1.45
H1 3.20 3.60 -1.92
H2 2.81 -5.22 0.14
H3 1.64 -0.49 -3.01
H4 -0.19 1.49 -2.26
H5 -2.89 -4.26 1.70
H6 2.49 -4.40 -1.39
H7 -2.02 -0.58 3.49
H8 -1.93 -2.52 2.15
H9 2.97 5.43 -0.56
H10 1.21 5.22 -0.45
H11 3.59 -2.08 1.94
H12 0.29 -1.37 -2.26
H13 -2.65 -0.87 -3.59
H14 3.03 -2.91 -3.11
H15 4.15 -4.54 -0.79
H16 4.37 3.71 0.70
H17 1.33 2.84 2.28
H18 -2.03 -4.14 -2.60
H19 7.77 1.46 -0.71
H20 3.54 -3.84 2.15
H21 2.02 1.23 2.32
H22 1.18 0.04 -1.46
H23 2.29 3.03 -3.32
H24 -2.23 -2.99 -3.91
H25 -3.31 -1.67 1.50
H26 3.68 -1.27 -2.90
H27 0.06 -1.44 3.74
H28 -0.94 1.96 2.42
H29 -0.01 -2.78 1.64
H30 4.80 -3.09 1.16
H31 1.91 4.60 -2.60
H32 -4.74 -4.33 -0.35
H33 -2.57 -5.43 0.42
H34 4.53 -0.21 1.54
H35 -3.17 -0.25 -2.03
H36 -2.44 0.46 2.12
H37 1.62 -2.81 2.26
H38 2.15 5.60 0.99
H39 3.39 3.87 2.17
H40 -3.70 -4.88 -1.67
H41 -0.85 3.05 -1.75
H42 4.17 -2.55 -1.79
H43 -1.30 -4.31 0.90
H44 1.42 -0.53 3.10
H45 0.09 2.92 -3.23
H46 6.93 0.33 1.36
H47 -4.38 -3.23 -1.70
H48 -0.67 -3.13 -3.08
H49 3.59 2.28 1.38
H50 0.00 1.33 3.78
H51 -1.47 -0.16 -2.50
H52 3.77 1.34 -2.21

Mulliken atomic charge list, values in e, 6 entries: number 1, Re, carries -0.287; number 2, Cl, carries -0.160; number 3, S, carries -0.195; number 4, N, carries 0.704; number 5, N, carries 0.422; number 6, N, carries 0.327

---

# 2
ORCA calculation (ωB97M-V/def2-TZVPD) on a structure of composition C27H52P2SiV at a distorted geometry.

For the HOMO-LUMO gap (spin up / spin down), the calculation gives 0.2445 / 0.1784 Ha. Its total energy is -2975.65673 hartree. As for the highest occupied orbital energy (spin up / spin down): -9.355 / -8.400 eV. As for the multiplicity: 3. As for the charge: +1.

CARTESIAN COORDINATES (ANGSTROEM)
V1 1.44 -1.57 -1.24
P1 -0.76 -0.73 2.00
P2 1.33 1.59 0.02
Si1 0.73 3.19 1.50
C1 3.37 -1.39 -1.49
C2 -1.12 -0.42 3.81
C3 0.68 4.74 0.47
C4 1.96 0.10 0.99
C5 -0.71 2.90 2.60
C6 -3.87 -1.67 0.74
C7 -2.14 1.36 -2.98
C8 1.54 -3.64 -2.79
C9 -3.18 -0.53 0.08
C10 2.10 -2.43 -3.53
C11 -2.53 0.83 -1.65
C12 2.70 2.26 -0.98
C13 0.80 -3.44 -1.48
C14 -2.76 1.65 -0.50
C15 -3.84 1.27 1.79
C16 -2.83 -1.66 -2.20
C17 2.65 -1.32 -2.72
C18 -3.19 0.82 0.56
C19 2.92 -3.18 0.18
C20 0.64 0.77 -1.48
C21 1.12 -0.59 2.09
C22 2.35 3.13 2.47
C23 -2.65 3.12 -0.48
C24 3.89 -2.62 -0.89
C25 1.46 -3.20 -0.14
C26 -0.97 -2.59 2.21
C27 -2.75 -0.52 -1.27
H1 3.17 -2.69 1.15
H2 -2.88 2.08 -3.37
H3 -1.18 1.90 -2.93
H4 -4.96 -1.55 0.60
H5 2.32 -4.42 -2.70
H6 -2.43 -1.37 -3.18
H7 -1.47 3.68 2.52
H8 2.79 0.58 1.52
H9 -3.57 -2.63 0.30
H10 -2.02 0.57 -3.74
H11 -2.21 -0.36 3.88
H12 1.30 -1.96 -4.14
H13 3.02 -4.25 0.26
H14 -3.58 3.55 -0.88
H15 4.10 -3.41 -1.63
H16 0.74 4.47 -0.60
H17 0.79 1.36 -2.43
H18 3.23 1.42 -1.45
H19 -0.42 0.65 -1.19
H20 -3.91 -1.84 -2.30
H21 2.23 2.86 -1.75
H22 1.24 -0.05 -1.94
H23 -2.54 3.47 0.56
H24 -1.81 3.50 -1.07
H25 -1.17 1.94 2.36
H26 3.20 2.79 1.87
H27 -3.65 0.57 2.59
H28 1.44 -1.62 2.34
H29 -0.20 -3.92 -1.42
H30 -0.98 -3.11 1.24
H31 2.47 -0.66 0.33
H32 2.74 -0.38 -3.29
H33 -0.39 2.85 3.65
H34 3.37 2.89 -0.41
H35 3.91 -0.47 -1.25
H36 -0.75 -1.26 4.41
H37 -3.68 -1.71 1.82
H38 -0.68 0.53 4.14
H39 1.51 5.42 0.68
H40 4.85 -2.39 -0.40
H41 0.88 -4.14 -3.53
H42 -4.93 1.36 1.67
H43 -2.36 -2.60 -1.85
H44 2.58 4.14 2.81
H45 -0.11 -2.94 2.81
H46 2.27 2.48 3.36
H47 0.87 -3.43 0.76
H48 -0.25 5.29 0.63
H49 2.78 -2.78 -4.32
H50 -1.89 -2.85 2.75
H51 -3.45 2.25 2.04
H52 1.28 -0.06 3.03

Mulliken atomic charge list, values in e, 6 entries: number 1, V, carries -0.638; number 2, P, carries 1.180; number 3, P, carries 1.316; number 4, Si, carries 0.608; number 5, C, carries 0.484; number 6, C, carries -1.502

---

# 3
ORCA calculation (ωB97M-V/def2-TZVPD) on a structure of composition C27H53BBrF4NO6PS at a distorted geometry.

For the HOMO-LUMO gap, the calculation gives 0.2976 Ha. Its total energy is -5304.41551 hartree. As for the highest occupied orbital energy: -9.958 eV. As for the charge: +1.

CARTESIAN COORDINATES (ANGSTROEM)
Br1 0.32 4.20 -3.17
S1 -3.46 1.29 -0.09
P1 -1.68 1.91 -2.85
F1 1.88 -1.23 -0.76
F2 1.59 0.47 0.52
F3 -5.36 -2.74 -1.00
F4 2.39 0.71 -1.47
O1 -1.71 0.85 1.68
O2 0.39 -0.38 2.88
O3 -1.54 -4.71 3.21
O4 -0.28 -4.21 4.92
O5 5.00 -0.27 -1.72
O6 0.50 -2.67 2.42
N1 -1.08 -0.30 -0.37
C1 2.58 2.98 0.23
C2 -1.21 1.62 -4.58
C3 2.36 -1.46 -3.75
C4 -3.32 -1.69 -0.43
C5 0.06 0.25 -1.37
C6 -0.10 -3.89 6.31
C7 0.15 -0.61 -2.65
C8 4.61 -1.42 -2.45
C9 -0.30 1.78 -1.59
C10 1.76 3.56 -0.92
C11 -2.94 3.21 -2.72
C12 -1.68 0.99 0.32
C13 0.93 2.74 -1.96
C14 -1.45 -4.60 4.41
C15 -2.14 -1.06 -1.19
C16 3.82 -0.98 -3.69
C17 -4.63 -1.59 -1.21
C18 0.17 -5.12 7.15
C19 -0.75 4.25 1.33
C20 -0.67 5.77 1.17
C21 -2.60 -4.97 5.32
C22 1.49 0.06 -0.75
C23 -1.35 3.56 0.09
C24 -0.64 -1.42 0.60
C25 5.82 -0.57 -0.60
C26 -0.82 2.16 -0.18
C27 1.29 -0.35 -3.66
B1 0.11 -1.43 2.04
H1 -0.15 1.80 -4.79
H2 0.21 -1.65 -2.35
H3 0.09 2.09 0.43
H4 3.88 0.11 -3.75
H5 -0.67 -5.81 7.15
H6 4.34 -1.36 -4.56
H7 0.24 3.85 1.56
H8 -0.55 6.06 0.13
H9 1.14 4.37 -0.54
H10 1.04 -5.65 6.77
H11 -1.54 -1.99 0.81
H12 1.81 0.59 -3.52
H13 -2.46 -0.42 -2.01
H14 -1.56 6.26 1.55
H15 5.58 0.13 0.19
H16 -3.53 -4.73 4.81
H17 -1.39 4.04 2.19
H18 5.51 -1.97 -2.76
H19 -0.07 -2.10 -0.02
H20 -2.43 3.61 0.18
H21 -2.57 -6.05 5.48
H22 -4.44 -1.50 -2.28
H23 -0.95 -3.32 6.69
H24 2.19 -2.23 -2.99
H25 0.38 -4.83 8.18
H26 -5.23 -0.73 -0.90
H27 2.22 -1.97 -4.71
H28 -1.12 4.18 -0.78
H29 0.77 -3.23 6.32
H30 -3.15 -2.76 -0.33
H31 -1.47 0.62 -4.91
H32 -3.90 2.79 -2.43
H33 2.49 4.07 -1.55
H34 1.61 2.24 -2.64
H35 3.08 3.83 0.69
H36 0.82 -0.27 -4.64
H37 -1.61 -1.90 -1.63
H38 -2.69 4.05 -2.07
H39 -2.59 -4.47 6.28
H40 0.92 -0.69 3.62
H41 -3.74 1.62 1.17
H42 3.37 2.31 -0.10
H43 -0.18 -3.35 2.22
H44 0.19 6.18 1.72
H45 -0.79 -0.53 -3.17
H46 -3.45 -1.33 0.59
H47 -1.77 2.33 -5.19
H48 6.88 -0.46 -0.86
H49 2.02 2.50 1.02
H50 -3.05 3.63 -3.72
H51 4.01 -2.07 -1.82
H52 -0.84 1.05 2.07
H53 5.64 -1.59 -0.24

Mulliken atomic charge list, values in e, 6 entries: number 1, Br, carries -0.022; number 2, S, carries -0.292; number 3, P, carries 0.303; number 4, F, carries -0.397; number 5, F, carries -0.148; number 6, F, carries -0.349

---

# 4
ORCA calculation (ωB97M-V/def2-TZVPD) on a cluster of 7 separate species, C27H53Cl11N2O2 in total at a distorted geometry.

For the HOMO-LUMO gap (spin up / spin down), the calculation gives 0.3300 / 0.3212 Ha. Its total energy is -6382.46529 hartree. As for the highest occupied orbital energy (spin up / spin down): -8.763 / -9.506 eV. As for the multiplicity: 3.

CARTESIAN COORDINATES (ANGSTROEM)
Cl1 4.32 3.31 -0.37
Cl2 5.59 -0.23 -1.75
Cl3 3.90 0.09 1.99
Cl4 -1.30 -4.41 -0.71
Cl5 8.54 -0.86 -3.15
Cl6 1.08 -1.42 2.83
Cl7 4.05 4.90 2.02
Cl8 4.39 -2.41 4.67
Cl9 5.53 -0.96 7.66
Cl10 2.03 -4.33 -0.79
Cl11 6.65 3.83 1.14
O1 -2.89 -0.83 4.51
O2 -0.10 -0.11 -1.67
N1 -3.91 -0.93 3.54
N2 -0.33 0.88 -2.61
C1 -4.52 1.47 4.14
C2 -2.02 1.95 -4.14
C3 -5.54 0.17 1.48
C4 1.58 -1.04 1.16
C5 -3.34 -1.03 2.17
C6 7.34 0.31 -3.72
C7 6.55 0.93 -2.61
C8 3.06 -0.97 0.85
C9 0.48 2.20 -4.50
C10 -2.57 1.23 -1.84
C11 -2.33 0.11 1.81
C12 -5.69 -0.33 5.25
C13 0.83 1.08 -3.54
C14 0.88 -4.31 -2.16
C15 -4.98 0.01 3.97
C16 5.46 -0.26 6.06
C17 -4.48 -0.94 1.22
C18 4.21 -0.72 5.36
C19 -0.86 2.10 -5.14
C20 2.01 1.66 -2.74
C21 -6.09 -0.04 2.90
C22 -2.52 -2.32 1.92
C23 -1.73 0.84 -3.09
C24 1.12 -0.22 -4.33
C25 4.96 3.52 1.26
C26 -0.27 -3.38 -1.78
C27 -2.20 -0.46 -3.71
H1 -6.52 -1.04 2.88
H2 2.28 0.82 -2.09
H3 6.72 -0.26 -4.42
H4 -2.36 -2.56 0.87
H5 -6.28 -1.25 5.16
H6 -3.02 -3.16 2.41
H7 -6.28 0.03 0.69
H8 -2.80 1.09 1.96
H9 2.08 -0.01 -4.81
H10 1.22 2.31 -5.29
H11 1.75 2.43 -2.02
H12 -2.39 -1.24 -2.97
H13 -2.02 0.16 0.77
H14 -1.50 0.00 2.51
H15 -5.07 -0.38 6.15
H16 0.00 -2.47 -1.25
H17 4.00 -0.08 4.51
H18 1.14 -1.21 -3.87
H19 3.51 -1.95 0.99
H20 -5.09 -1.83 1.38
H21 0.40 3.09 -3.87
H22 -6.92 0.62 3.15
H23 5.95 1.72 -3.05
H24 5.71 0.80 6.03
H25 -3.06 0.37 -1.37
H26 -5.37 2.13 4.34
H27 -2.13 2.88 -3.57
H28 1.47 -3.88 -2.97
H29 3.35 -0.63 6.02
H30 3.22 -0.67 -0.18
H31 2.92 1.89 -3.31
H32 -6.48 0.41 5.39
H33 -0.81 -3.14 -2.69
H34 6.37 -0.53 5.51
H35 -3.38 1.92 -2.06
H36 -5.12 1.16 1.27
H37 7.15 1.34 -1.80
H38 -4.19 -0.79 0.18
H39 0.53 -5.32 -2.37
H40 -1.92 1.68 -1.09
H41 1.13 -0.05 1.06
H42 -3.77 1.50 4.93
H43 -3.13 -0.41 -4.27
H44 -4.14 1.88 3.20
H45 -1.53 -2.35 2.38
H46 -1.12 3.01 -5.70
H47 7.84 0.98 -4.43
H48 -1.52 -0.92 -4.44
H49 4.76 2.70 1.94
H50 0.43 -0.45 -5.14
H51 0.95 -1.47 0.38
H52 -2.95 1.73 -4.65
H53 -0.91 1.35 -5.94

Mulliken atomic charge list, values in e, 6 entries: number 1, Cl, carries -0.083; number 2, Cl, carries -0.116; number 3, Cl, carries -0.170; number 4, Cl, carries -0.201; number 5, Cl, carries -0.193; number 6, Cl, carries -0.234

---

# 5
ORCA calculation (ωB97M-V/def2-TZVPD) on a cluster of 3 separate species, C27H53N4O7PS in total at a distorted geometry.

For the HOMO-LUMO gap (spin up / spin down), the calculation gives 0.3204 / 0.3143 Ha. Its total energy is -2545.42816 hartree. As for the highest occupied orbital energy (spin up / spin down): -9.017 / -9.105 eV. As for the multiplicity: 3.

CARTESIAN COORDINATES (ANGSTROEM)
S1 -2.08 -0.67 -0.81
P1 -3.30 4.55 4.35
O1 -3.44 3.90 5.99
O2 -2.96 1.36 -2.66
O3 -0.30 -3.88 3.95
O4 -4.00 3.38 3.25
O5 1.39 1.89 -5.86
O6 -1.64 4.96 4.02
O7 -4.28 5.83 4.30
N1 -1.25 2.30 -1.20
N2 -1.68 3.31 -2.07
N3 -0.68 -5.23 4.12
N4 2.03 3.14 -5.92
C1 1.92 3.00 -3.37
C2 -1.29 -7.26 2.80
C3 -0.58 -7.07 5.81
C4 0.67 -1.00 0.26
C5 -0.41 -1.52 -0.90
C6 2.65 4.93 -7.54
C7 -2.76 2.78 -3.02
C8 -0.48 2.62 3.86
C9 1.04 -6.24 2.53
C10 2.71 5.05 -4.44
C11 1.69 2.85 -8.43
C12 -1.02 -5.13 1.59
C13 1.62 3.81 -7.20
C14 0.18 4.39 -7.14
C15 -0.46 -5.94 2.81
C16 -0.62 0.60 2.11
C17 0.02 -4.81 6.54
C18 1.71 3.88 -4.65
C19 -2.04 1.05 -1.54
C20 0.26 4.44 -4.63
C21 -0.09 5.22 -5.89
C22 0.08 -5.77 5.30
C23 -1.00 3.99 3.11
C24 0.41 1.62 2.87
C25 1.57 -6.04 4.98
C26 0.00 -0.88 1.75
C27 1.77 -6.87 3.71
H1 -0.47 -4.21 1.40
H2 1.43 -7.90 3.87
H3 1.19 2.18 -3.30
H4 -2.14 -7.21 3.49
H5 0.20 2.95 4.77
H6 1.13 -6.90 1.66
H7 -0.45 -7.92 5.15
H8 3.75 4.70 -4.54
H9 2.05 -6.56 5.82
H10 -1.67 3.77 2.16
H11 0.95 2.04 -8.38
H12 1.19 1.09 3.56
H13 0.47 -5.28 7.42
H14 -0.45 3.62 -4.51
H15 2.69 2.39 -8.52
H16 -1.05 1.16 1.18
H17 -0.02 4.53 2.69
H18 -0.01 5.01 -8.03
H19 1.25 -0.05 -0.11
H20 -0.68 -8.13 3.05
H21 -1.15 5.49 -5.86
H22 3.62 4.75 -7.07
H23 2.57 5.87 -5.14
H24 -0.94 -5.72 0.67
H25 0.56 -3.87 6.38
H26 0.97 2.32 2.09
H27 1.48 -1.87 0.33
H28 1.49 3.39 -9.36
H29 2.61 5.48 -3.44
H30 2.12 -5.10 4.86
H31 -1.02 -4.57 6.79
H32 0.12 5.09 -3.75
H33 -1.66 -6.93 5.97
H34 2.30 5.92 -7.24
H35 0.13 -1.45 -1.93
H36 1.80 3.60 -2.46
H37 -0.55 3.58 -7.18
H38 2.92 2.56 -3.35
H39 -0.85 -1.69 1.94
H40 -2.08 -4.88 1.73
H41 -4.90 3.08 3.62
H42 0.46 6.16 -5.92
H43 0.86 -1.13 2.53
H44 -1.56 0.41 2.83
H45 -3.35 3.37 -3.87
H46 -1.72 -7.46 1.82
H47 -3.99 3.04 5.94
H48 -1.44 2.07 4.30
H49 2.84 -6.93 3.48
H50 -0.16 -7.38 6.78
H51 -0.58 -2.69 -0.69
H52 2.84 4.99 -8.62
H53 1.56 -5.31 2.26

Mulliken atomic charge list, values in e, 6 entries: number 1, S, carries -0.097; number 2, P, carries 0.896; number 3, O, carries -0.486; number 4, O, carries -0.297; number 5, O, carries -0.440; number 6, O, carries -0.472